[1]
Here is a cluster of 2 separate species, C4H9FSi in total from OMol25. Energies are from the ωB97M-V functional and the def2-TZVPD basis.

Results
orbital gap = 8.7 eV
electronic energy = -547.0539 a.u.
energy relative to the best compared isomer or geometry (same formula, charge and spin) = 324.1 kJ/mol
net charge = 0

Last column: Mulliken charge in e.
Atoms and positions in Å:
C -2.3215 -0.5460 0.0917  -0.5815
C -1.2610 -0.5256 -0.7264  -0.0775
C 0.6206 0.2960 1.7142  -1.0839
C 1.4921 0.9390 -1.2099  -0.9660
F 0.9832 -2.8954 -0.5850  -0.7083
Si 0.5168 -0.2022 -0.0899  0.6567
H -3.4021 -0.7652 -0.1905  0.2426
H -2.2010 -0.3493 1.1948  0.1417
H -1.4639 -0.7759 -1.7614  0.2933
H 0.3208 1.2638 1.5786  0.3449
H 0.0482 -0.2797 2.3207  0.3784
H 1.5808 0.1737 2.0628  0.3663
H 2.2768 1.5149 -0.6088  0.3093
H 1.9240 0.3987 -2.0300  0.3526
H 0.8863 1.7532 -1.7609  0.3313

[2]
Here is a cluster of 2 separate species, C3H4FI in total from OMol25. Energies are from the ωB97M-V functional and the def2-TZVPD basis.

Results
orbital gap = 9.4 eV
electronic energy = -514.1344 a.u.
energy relative to the best compared isomer or geometry (same formula, charge and spin) = 236.9 kJ/mol
net charge = 0

Last column: Mulliken charge in e.
Atoms and positions in Å:
C -1.3983 0.0070 -0.5112  -0.4161
C -0.4247 0.8108 -0.1392  -0.2865
C 1.2013 -0.4065 0.4709  -0.2789
F 1.0077 -1.5739 -0.1235  -0.1954
I 3.0980 0.5132 -0.0097  0.0565
H -2.4855 0.3442 -0.7805  0.2229
H -1.2411 -1.1032 -0.4630  0.1717
H -0.5765 1.8788 0.0699  0.2943
H 0.8191 -0.4702 1.4863  0.4315

[3]
Here is a structure of composition C41H57N5O3RhSSb from OMol25. Energies are from the ωB97M-V functional and the def2-TZVPD basis.

Results
orbital gap = 5.8 eV
electronic energy = -2844.9201 a.u.
energy relative to the best compared isomer or geometry (same formula, charge and spin) = 0.0 kJ/mol
net charge = 0

Last column: Mulliken charge in e.
Atoms and positions in Å:
Rh 1.9967 -0.4769 0.7842  -0.2218
C 1.5836 -4.0593 1.5316  -0.8520
C 0.6853 -3.6264 2.6901  -0.8090
C 0.3450 -2.1329 2.7329  -1.4717
N 1.4998 -1.2711 2.5935  0.9481
C 2.0958 -0.7810 3.6752  1.3805
C 1.8421 -1.2792 4.9646  -0.5782
C 2.2997 -0.9090 6.2199  -0.8328
C 3.1491 0.1148 6.5973  -0.7294
C 3.7433 1.0194 5.7231  -0.8204
C 3.6805 1.1079 4.3471  -0.5901
C 3.0232 0.3223 3.3725  0.9364
N 3.1566 0.5667 2.0817  0.2003
C 4.0937 1.5803 1.6212  -0.6400
C 4.4911 1.4458 0.1569  -1.9201
C 3.3640 1.5556 -0.8685  -0.5822
N 2.6434 0.2938 -0.9359  0.1930
C 2.4339 -0.3651 -2.0554  1.7752
C 2.7521 0.1478 -3.3360  -0.6223
C 2.8272 -0.4483 -4.5762  -0.7590
C 2.5874 -1.7625 -4.9577  -0.7954
C 2.0945 -2.7492 -4.1294  -0.7773
C 1.7031 -2.6903 -2.7980  -0.4253
C 1.7647 -1.6659 -1.8366  1.1226
N 1.2812 -1.8196 -0.6006  0.4673
C 0.3066 -2.8783 -0.3825  0.0002
C 0.8967 -4.1766 0.1730  -0.9493
H 2.0067 -5.0365 1.7762  0.4867
H 2.4331 -3.3737 1.4580  0.1498
H 1.1893 -3.8828 3.6260  0.4227
H -0.2492 -4.1972 2.6692  0.5277
H -0.1939 -1.9160 3.6604  0.7900
H -0.3467 -1.8580 1.9396  -0.1728
H 1.1985 -2.1466 4.9977  0.1830
H 1.9214 -1.5269 7.0278  0.3469
H 3.3558 0.2334 7.6527  0.3508
H 4.3486 1.7889 6.1905  0.3442
H 4.2075 1.9647 3.9566  0.2616
H 5.0239 1.5038 2.1915  0.7045
H 3.6780 2.5755 1.8020  0.2776
H 5.0133 0.4964 -0.0028  0.3266
H 5.2132 2.2425 -0.0364  0.5035
H 3.8199 1.8117 -1.8220  0.5709
H 2.6748 2.3548 -0.5890  0.1749
H 2.9987 1.1994 -3.3560  0.0376
H 3.1385 0.2212 -5.3712  0.3224
H 2.7717 -2.0230 -5.9916  0.3156
H 1.9607 -3.7235 -4.5878  0.3259
H 1.3314 -3.6341 -2.4276  0.1814
H -0.2266 -3.0833 -1.3154  0.4059
H -0.4579 -2.5004 0.2908  -0.5850
H 1.6285 -4.5664 -0.5400  0.3875
H 0.0919 -4.9167 0.2362  0.4297
O 0.3950 5.2148 1.6377  -0.7207
S 0.9923 4.1188 2.3405  1.2626
O 2.1993 4.3484 3.0839  -0.6776
N 1.2243 2.8473 1.3114  -0.1595
C 0.5019 1.8338 1.6641  -0.2553
O 0.4424 0.6937 1.0628  0.9426
C -0.3817 2.0403 2.8493  0.7525
C -1.2560 1.1482 3.4410  0.1862
C -1.9592 1.5734 4.5615  -1.2484
C -1.7794 2.8554 5.0751  -0.7029
C -0.8941 3.7480 4.4786  -0.7458
C -0.2119 3.3080 3.3655  -0.5462
H -1.3872 0.1556 3.0312  0.3887
H -2.6562 0.9004 5.0436  0.4695
H -2.3313 3.1623 5.9534  0.4207
H -0.7442 4.7437 4.8734  0.4977
C -5.0684 -0.6706 -2.2195  -1.7244
C -3.7331 -1.3629 -1.9838  1.7168
C -3.7335 -2.0031 -0.5925  -1.5849
C -3.5301 -2.4864 -3.0023  -1.8446
Sb -1.9336 -0.0779 -2.0687  0.3557
C -2.6084 1.8123 -1.1537  2.2173
C -3.0871 1.4194 0.2579  -1.8241
C -3.7025 2.6265 -1.8396  -1.7785
C -1.3561 2.6876 -1.0092  -1.9861
C -1.7794 0.4398 -4.2125  1.9246
C -0.9973 -0.6966 -4.8684  -1.6001
C -3.1038 0.6478 -4.9432  -1.7797
C -0.9435 1.7145 -4.3175  -1.9182
H -5.8751 -1.4146 -2.2118  0.5198
H -5.1034 -0.1515 -3.1761  0.2247
H -5.2864 0.0494 -1.4308  0.2954
H -4.5631 -2.7158 -0.5161  0.5170
H -3.8544 -1.2662 0.2030  0.2878
H -2.8048 -2.5493 -0.4106  0.1714
H -4.2985 -3.2553 -2.8567  0.5215
H -2.5557 -2.9673 -2.8747  0.1973
H -3.6051 -2.1399 -4.0316  0.3231
H -4.0951 1.0033 0.2480  0.3558
H -3.0541 2.3040 0.9001  0.6560
H -2.4353 0.6636 0.7105  0.0514
H -4.6412 2.0839 -1.9339  0.2598
H -3.4002 2.9485 -2.8366  0.2813
H -3.8921 3.5315 -1.2495  0.5055
H -0.4718 2.1040 -0.7547  0.0484
H -1.5096 3.4346 -0.2225  0.6838
H -1.1346 3.2302 -1.9286  0.2645
H -1.5214 -1.6513 -4.8113  0.2437
H -0.0210 -0.8182 -4.3994  0.1157
H -0.8348 -0.4684 -5.9290  0.5418
H -3.6978 -0.2642 -4.9908  0.2722
H -2.9016 0.9564 -5.9766  0.5416
H -3.7090 1.4248 -4.4775  0.2566
H -0.0223 1.6483 -3.7321  0.2290
H -1.5002 2.5927 -3.9895  0.3108
H -0.6605 1.8744 -5.3649  0.5693

[4]
Here is a cluster of 2 separate species, C3HO4 in total from OMol25. Energies are from the ωB97M-V functional and the def2-TZVPD basis.

Results
orbital gap (spin up / spin down) = 6.6 / 6.6 eV
electronic energy = -415.8745 a.u.
energy relative to the best compared isomer or geometry (same formula, charge and spin) = 153.3 kJ/mol
net charge = -1

Last column: Mulliken charge in e.
Atoms and positions in Å:
C -0.5919 0.0822 0.5133  -0.2867
C -0.7772 -0.8985 -0.3446  0.6594
C 0.8805 -2.2373 0.0036  0.6138
O -1.2944 -1.4834 -1.2256  -0.5307
O 1.6665 -1.7846 -0.8079  -0.5038
O -1.1732 0.0659 1.6520  -0.6952
O 0.5783 -3.0210 0.8697  -0.4810
H 0.1635 0.9032 0.2228  0.2241

net charge of number 4 (C3HO4)? -1

The highest electronic energy belongs to which entry? C3HO4

The lowest net charge belongs to which entry? C3HO4